Molecular formula: C27H83N19O12
Method: DFT, the ωB97M-V functional and the def2-TZVPD basis

Summary:
Kohn-Sham gap = 9.031 eV
charge = 0
structure (SMILES) = COC[C@H](C)N.COC[C@H](C)N.COC[C@H](C)N.COC[C@H](C)N.COC[C@H](C)N.NC(N)=O.NC(N)=O.NC(N)=O.NC(N)=O.NC(N)=O.NC(N)=O.NC(N)=O
E = -82230.9620 eV
ΔE to the lowest compared entry with this formula, charge and spin = 233.1 kJ/mol

Atoms and positions in Å:
C 17.600 11.679 16.032
O 16.730 10.949 15.158
C 15.491 11.613 15.016
C 14.577 10.955 13.958
C 13.396 11.821 13.698
N 14.164 9.618 14.313
H 18.583 11.228 15.924
H 17.125 11.654 16.999
H 17.574 12.685 15.662
H 14.938 11.638 16.020
H 15.774 12.662 14.765
H 15.082 10.795 13.030
H 13.683 12.848 13.539
H 12.666 11.884 14.527
H 12.859 11.487 12.785
H 14.854 8.887 14.296
H 13.566 9.581 15.131
C 10.140 12.803 8.174
O 10.992 13.260 9.291
C 10.669 14.544 9.781
C 9.799 14.508 11.052
C 8.356 14.060 10.772
N 9.664 15.800 11.703
H 9.142 12.827 8.604
H 10.464 11.832 7.821
H 10.238 13.497 7.356
H 11.578 15.048 10.013
H 10.156 15.192 9.037
H 10.347 13.690 11.653
H 7.773 14.333 11.649
H 8.303 12.997 10.629
H 7.992 14.598 9.879
H 10.465 16.384 11.741
H 9.466 15.664 12.659
C 24.387 10.820 11.762
O 23.182 11.598 11.777
C 23.343 12.961 11.914
C 21.867 13.545 12.233
C 20.924 13.224 11.130
N 21.973 15.030 12.499
H 24.915 10.999 12.662
H 25.117 11.019 10.981
H 24.070 9.789 11.709
H 24.136 13.144 12.688
H 23.712 13.567 11.034
H 21.589 12.999 13.106
H 21.265 13.864 10.334
H 19.889 13.408 11.324
H 20.976 12.178 10.906
H 22.944 15.095 12.860
H 21.923 15.572 11.613
C 17.148 12.844 11.964
O 17.434 14.142 11.454
C 16.376 14.589 10.629
C 15.115 14.897 11.389
C 14.223 15.786 10.518
N 15.232 15.585 12.694
H 17.093 12.083 11.128
H 16.219 12.844 12.539
H 18.004 12.576 12.645
H 16.750 15.571 10.219
H 16.176 13.969 9.792
H 14.635 13.904 11.622
H 14.059 15.370 9.516
H 14.705 16.773 10.328
H 13.245 15.935 11.052
H 15.921 16.364 12.553
H 15.606 15.033 13.447
C 12.601 21.915 8.916
O 11.584 21.146 8.333
C 10.431 20.907 9.247
C 10.721 20.060 10.477
C 11.549 18.799 10.118
N 9.474 19.769 11.189
H 13.060 21.346 9.730
H 12.247 22.910 9.154
H 13.372 21.975 8.170
H 10.017 21.905 9.507
H 9.769 20.471 8.578
H 11.308 20.766 11.107
H 12.535 19.112 9.775
H 11.101 18.169 9.341
H 11.683 18.207 11.002
H 8.842 19.211 10.573
H 9.702 19.246 12.085
N 15.484 19.199 9.109
C 16.413 18.212 9.022
N 16.220 17.472 7.954
O 17.307 18.104 9.857
H 14.735 19.310 8.456
H 15.543 20.002 9.726
H 15.237 17.295 7.660
H 16.650 16.584 8.090
N 11.720 19.554 13.834
C 11.390 18.236 13.667
N 12.472 17.526 13.314
O 10.302 17.736 13.803
H 12.633 19.881 14.132
H 10.884 20.101 14.025
H 13.380 17.995 13.198
H 12.497 16.522 13.393
N 17.929 7.929 15.320
C 18.893 7.827 14.445
N 19.166 8.960 13.784
O 19.474 6.796 14.219
H 17.458 8.817 15.501
H 17.699 7.178 15.990
H 19.717 8.728 12.997
H 18.449 9.623 13.608
N 19.942 15.600 15.220
C 18.838 15.514 14.563
N 18.875 15.863 13.292
O 17.709 15.311 15.035
H 19.911 15.116 16.071
H 20.844 15.635 14.730
H 19.739 15.799 12.779
H 18.114 15.499 12.703
N 17.228 14.626 4.186
C 16.745 14.148 5.426
N 16.864 12.762 5.547
O 16.266 14.954 6.241
H 16.872 15.559 4.019
H 17.493 14.015 3.471
H 17.082 12.381 6.464
H 16.470 12.120 4.862
N 16.846 18.612 12.944
C 15.787 18.645 13.779
N 15.730 18.082 14.987
O 14.700 19.130 13.393
H 16.750 18.921 11.980
H 17.729 18.188 13.270
H 14.742 18.122 15.280
H 16.379 17.383 15.317
N 13.783 12.971 7.938
C 14.322 12.060 8.801
N 13.419 11.307 9.580
O 15.505 11.842 8.978
H 12.802 13.176 7.895
H 14.425 13.461 7.338
H 12.533 11.779 9.803
H 13.782 10.881 10.414

Atomic partial charges in e from the Löwdin method, atoms 1 to 2: atom 1 (C): -0.0667, atom 2 (O): -0.2474